No. 1
The following is a DFT calculation (ωB97M-V/def2-TZVPD) of one molecule with the formula C15H23N3O4S.

Output
SMILES	CCN1CCC[C@@H]1CNC(=O)c1cc(S(N)(=O)=O)ccc1OC
highest occupied orbital energy	-0.3230	Ha
energy above the lowest of the compared OMol25 structures with the same formula, charge and spin	2.4011	eV
largest force on an atom	0.0146	Eh/bohr

Geometry as ORCA input:
```
! RIJCOSX wB97M-V def2-TZVPD def2/J DEFGRID3
* xyz 0 1
C -1.6356 -3.3869 0.3594
C -1.7643 -2.8160 -1.0492
N -0.6352 -1.9545 -1.3742
C 0.5422 -2.6920 -1.8176
C 0.4364 -2.8401 -3.3529
C -0.5931 -1.7806 -3.7713
C -0.9015 -1.0228 -2.4628
C 0.0072 0.2114 -2.3269
N -0.0413 0.7570 -0.9944
C 1.0181 0.7185 -0.1586
O 2.1264 0.3524 -0.4981
C 0.7051 1.2879 1.1974
C 0.2805 2.6162 1.2025
C 0.0262 3.2800 2.3788
S -0.4832 4.9789 2.3120
N 1.0029 5.7686 2.3791
O -1.2106 5.3155 3.5011
O -1.0720 5.2445 1.0296
C 0.1830 2.6457 3.5986
C 0.5874 1.3322 3.6153
C 0.8536 0.6270 2.4275
O 1.1809 -0.6594 2.6354
C 1.4425 -1.5462 1.5662
H -0.7357 -3.9880 0.4589
H -2.4952 -4.0146 0.5804
H -1.5949 -2.5826 1.0891
H -2.6751 -2.2128 -1.0941
H -1.8737 -3.6411 -1.7701
H 1.4273 -2.1106 -1.5508
H 0.6057 -3.6540 -1.3120
H 0.0985 -3.8402 -3.6229
H 1.4031 -2.6752 -3.8241
H -0.2099 -1.1077 -4.5356
H -1.5009 -2.2471 -4.1539
H -1.9425 -0.6884 -2.4163
H 1.0487 -0.0533 -2.5144
H -0.3051 0.9704 -3.0516
H -0.9447 1.0137 -0.6289
H 0.1515 3.1502 0.2737
H 1.2078 6.2588 1.5240
H 1.0679 6.3764 3.1790
H -0.0316 3.1874 4.5050
H 0.7098 0.7955 4.5427
H 1.5474 -2.5259 2.0311
H 0.6199 -1.5659 0.8468
H 2.3662 -1.2823 1.0473
*
```

No. 2
The following is a DFT calculation (ωB97M-V/def2-TZVPD) of one molecule with the formula C15H23N5O4S in a non-equilibrium geometry.

Output
SMILES	CCOc1cc(S(=O)(=O)N(CC)CC)c(OCC)cc1-n1cnnn1
highest occupied orbital energy	-0.3368	Ha
energy above the lowest of the compared OMol25 structures with the same formula, charge and spin	4.4881	eV
largest force on an atom	0.0800	Eh/bohr

Geometry as ORCA input:
```
! RIJCOSX wB97M-V def2-TZVPD def2/J DEFGRID3
* xyz 0 1
C -3.8946 -1.3088 -2.5753
C -3.6698 0.2460 -2.5536
O -3.4819 0.7216 -1.2171
C -2.3017 0.4250 -0.5270
C -1.1423 -0.1678 -1.1416
C 0.0149 -0.4572 -0.4040
S 1.4740 -1.1220 -1.2627
O 1.8958 -2.4625 -0.8429
O 1.1705 -1.0462 -2.7295
N 2.7319 0.0255 -0.9677
C 2.4970 1.2964 -1.6775
C 3.1531 2.4535 -0.9613
C 4.0933 -0.5004 -0.7969
C 4.4628 -0.6128 0.7022
C 0.0494 -0.2238 0.9595
O 1.2089 -0.4681 1.6649
C 1.1523 -1.1468 2.9206
C 0.3514 -2.4582 2.8978
C -1.0359 0.4637 1.5209
C -2.2093 0.7938 0.8154
N -3.2351 1.4871 1.4934
C -4.6016 1.3137 1.3901
N -5.2102 2.3135 2.0373
N -4.2331 3.0702 2.5090
N -3.0547 2.6174 2.2357
H -3.0675 -1.8061 -2.0709
H -4.8361 -1.5373 -2.0768
H -3.9269 -1.6508 -3.6233
H -4.5679 0.6816 -2.9908
H -2.8519 0.5525 -3.1946
H -1.1660 -0.4090 -2.2018
H 2.8820 1.2665 -2.6751
H 1.4188 1.5267 -1.8294
H 2.9802 2.4660 0.0829
H 2.7007 3.3797 -1.3756
H 4.2538 2.4377 -1.1480
H 4.2158 -1.4598 -1.2517
H 4.8280 0.1300 -1.2858
H 3.7943 -1.3383 1.1678
H 5.5041 -0.9875 0.7921
H 4.3616 0.3259 1.2269
H 2.1632 -1.3788 3.2693
H 0.7526 -0.4411 3.6194
H -0.6707 -2.2228 2.6585
H 0.3855 -2.9233 3.8817
H 0.7242 -3.1637 2.1480
H -0.9567 0.7612 2.5222
H -5.1064 0.5379 0.8654
*
```

No. 3
The following is a DFT calculation (ωB97M-V/def2-TZVPD) of one molecule with the formula C15H23N5O4S in a non-equilibrium geometry.

Output
SMILES	COCCn1c(SCCN2CCOCC2)nc2c1c(=O)[nH]c(=O)n2C
highest occupied orbital energy	-0.2971	Ha
energy above the lowest of the compared OMol25 structures with the same formula, charge and spin	0.0000	eV
largest force on an atom	0.0271	Eh/bohr

Geometry as ORCA input:
```
! RIJCOSX wB97M-V def2-TZVPD def2/J DEFGRID3
* xyz 0 1
C -1.0096 0.9605 -3.1696
O -1.5505 1.4910 -1.9823
C -1.2828 2.8528 -1.7726
C 0.1223 3.1264 -1.2031
N 0.2827 2.4798 0.0693
C 0.8879 1.3053 0.3436
S 1.7636 0.4026 -0.8460
C 2.1814 -1.0615 0.1527
C 1.0032 -1.9975 0.3972
N 0.8946 -3.0181 -0.6282
C 0.3839 -2.5013 -1.8883
C 0.3824 -3.6214 -2.9279
O -0.3956 -4.7170 -2.5095
C 0.0824 -5.2129 -1.2825
C 0.0662 -4.1338 -0.2000
N 0.7791 0.9400 1.6131
C 0.0521 1.9205 2.1880
C -0.2824 2.8965 1.2591
C -1.0431 4.0536 1.6101
O -1.3981 4.9740 0.9020
N -1.3637 4.0123 2.9683
C -1.0578 3.0674 3.9311
O -1.4201 3.1943 5.0778
N -0.3194 1.9875 3.4953
C 0.0568 0.9390 4.4167
H -1.3221 1.5499 -4.0394
H -1.4031 -0.0499 -3.2591
H 0.0845 0.9160 -3.1404
H -2.0249 3.1999 -1.0489
H -1.4013 3.4240 -2.7032
H 0.8990 2.7550 -1.8755
H 0.2310 4.2040 -1.0627
H 2.5633 -0.6722 1.0935
H 2.9683 -1.5778 -0.3944
H 0.0764 -1.4092 0.5052
H 1.1828 -2.5083 1.3471
H 1.0305 -1.6959 -2.2374
H -0.6417 -2.1085 -1.7701
H -0.0534 -3.2746 -3.8664
H 1.4189 -3.9473 -3.1038
H -0.5718 -6.0425 -1.0092
H 1.1121 -5.5815 -1.4047
H 0.4743 -4.5444 0.7263
H -0.9766 -3.8180 -0.0208
H -1.9071 4.7957 3.3143
H -0.3643 -0.0106 4.0868
H 1.1426 0.8517 4.4514
H -0.3329 1.2047 5.3972
*
```

What is the largest force on an atom in the second record? 0.0800 Eh/bohr